*one*
Formula: C7H9NO
Source: the OMol25 dataset
Level of theory: ωB97M-V/def2-TZVPD

Positions of all 18 atoms, in Å:
H -0.91 -0.99 -1.79
N -1.42 -0.85 -0.92
C -0.72 -0.97 0.13
C -1.39 -0.80 1.45
C 0.72 -1.28 0.19
C 1.56 -1.10 -0.82
H -0.90 0.00 2.01
H -2.44 -0.55 1.31
H -1.31 -1.71 2.04
H 1.08 -1.63 1.15
H 1.24 -0.72 -1.78
H 2.61 -1.32 -0.73
C -0.66 2.11 -0.80
C 0.45 1.96 -0.10
C 1.68 1.83 0.19
O 2.74 1.70 0.67
H -1.63 2.12 -0.32
H -0.66 2.21 -1.88

Results
structure (SMILES)	[H]/N=C(/C)C=C.C=C=C=O
charge	0
HOMO-LUMO gap	8.385	eV
HOMO energy	-8.87	eV



*two*
Formula: C7H9NO
Source: the OMol25 dataset
Level of theory: ωB97M-V/def2-TZVPD

Positions of all 18 atoms, in Å:
C 2.67 -0.56 0.23
C 0.32 -0.10 -0.17
C -0.18 -1.43 -0.13
C -1.40 -1.58 -0.09
C -2.32 -0.49 0.01
C -1.84 0.77 0.10
C -0.62 1.06 0.00
H 3.11 -1.36 -0.53
H 2.00 -1.19 0.82
H 3.40 0.19 0.42
H 0.37 -2.09 -0.03
H -1.79 -2.63 -0.10
H -3.24 -0.71 -0.06
H -2.44 1.99 0.10
H -0.47 3.08 0.13
H 0.82 2.41 -0.34
N -0.03 2.30 -0.07
O 1.65 0.32 -0.30

Results
charge	0
HOMO-LUMO gap	8.411	eV
HOMO energy	-7.42	eV



The most stable of them is *one*.